{"formula": "C20H23N3O4S2", "method": "wB97M-V/def2-TZVPD", "e_homo_ev": -8.5, "smiles": "CCCCNS(=O)(=O)c1ccc2nc(SCC(=O)c3ccccc3OC)[nH]c2c1", "e_tot_ha": -2037.52969, "symbols": ["C", "C", "C", "C", "N", "S", "O", "O", "C", "C", "C", "C", "N", "C", "S", "C", "C", "O", "C", "C", "C", "C", "C", "C", "O", "C", "N", "C", "C", "H", "H", "H", "H", "H", "H", "H", "H", "H", "H", "H", "H", "H", "H", "H", "H", "H", "H", "H", "H", "H", "H", "H"], "coordinates": [[-2.86590, -5.97219, -4.41779], [-3.59760, -5.08478, -3.41625], [-3.22779, -3.60479, -3.53058], [-1.75503, -3.30363, -3.23706], [-1.32005, -3.66300, -1.90436], [-1.74984, -2.61059, -0.68375], [-1.50585, -3.30322, 0.55003], [-3.05196, -2.03260, -0.88222], [-0.52163, -1.33284, -0.85681], [0.81685, -1.71422, -0.89579], [1.82286, -0.77137, -0.86039], [1.44495, 0.56438, -0.76526], [2.21515, 1.68353, -0.61846], [1.37566, 2.67044, -0.51498], [1.82062, 4.30486, -0.12753], [3.08849, 3.89958, 1.11422], [2.72890, 2.76617, 2.07989], [3.62399, 2.13775, 2.58156], [1.29157, 2.53380, 2.35302], [0.41418, 3.60304, 2.51309], [-0.93036, 3.39132, 2.75006], [-1.41459, 2.09502, 2.81639], [-0.56136, 1.01626, 2.68068], [0.80280, 1.21340, 2.46604], [1.69282, 0.21613, 2.31495], [1.28813, -1.11323, 2.55842], [0.06494, 2.29502, -0.62284], [0.07212, 0.93086, -0.75687], [-0.93288, -0.01842, -0.80065], [-3.24084, -6.99151, -4.36046], [-1.79716, -5.99519, -4.21964], [-3.02089, -5.60797, -5.43115], [-4.67305, -5.17617, -3.58294], [-3.40106, -5.43671, -2.40042], [-3.83323, -3.03211, -2.82663], [-3.45015, -3.25425, -4.54070], [-1.10383, -3.81420, -3.95218], [-1.58135, -2.22800, -3.32496], [-1.52314, -4.61741, -1.64918], [1.03679, -2.76873, -0.93268], [2.86506, -1.04215, -0.86919], [3.26061, 4.81958, 1.67603], [4.00819, 3.62282, 0.59854], [0.79509, 4.61194, 2.47255], [-1.59506, 4.23095, 2.88093], [-2.46643, 1.91724, 2.98320], [-0.96049, 0.01653, 2.74023], [2.18953, -1.71085, 2.43878], [0.53162, -1.45521, 1.84571], [0.90953, -1.22803, 3.57841], [-0.73477, 2.89956, -0.53977], [-1.98353, 0.21889, -0.76387]]}

=====

{"formula": "C20H23N3O5", "method": "wB97M-V/def2-TZVPD", "e_homo_ev": -8.1, "smiles": "C[C@H](C(=O)Nc1ccc2c(c1)OCCO2)N1CCN(C(=O)c2ccco2)CC1", "e_tot_ha": -1316.38061, "symbols": ["C", "C", "C", "O", "N", "C", "C", "C", "C", "C", "C", "O", "C", "C", "O", "N", "C", "C", "N", "C", "O", "C", "C", "C", "C", "O", "C", "C", "H", "H", "H", "H", "H", "H", "H", "H", "H", "H", "H", "H", "H", "H", "H", "H", "H", "H", "H", "H", "H", "H", "H"], "coordinates": [[2.01244, -2.64971, 0.09383], [1.38127, -1.26044, 0.00025], [-0.05814, -1.39453, -0.51873], [-0.33415, -2.09065, -1.48043], [-1.01742, -0.65068, 0.08310], [-0.95522, 0.12295, 1.25800], [-1.36344, 1.45419, 1.22281], [-1.34947, 2.20829, 2.37777], [-0.92325, 1.65702, 3.58029], [-0.49057, 0.32806, 3.61190], [-0.52959, -0.43822, 2.45486], [-0.02730, -0.26279, 4.75994], [0.26824, 0.66164, 5.78328], [-0.85189, 1.69410, 5.90141], [-0.95431, 2.43800, 4.70852], [2.19914, -0.37357, -0.81834], [1.96819, 1.05406, -0.65560], [1.40042, 1.71073, -1.92976], [0.57317, 0.76560, -2.64586], [-0.77004, 0.86690, -2.54574], [-1.30912, 1.76252, -1.90878], [-1.58590, -0.13710, -3.26392], [-1.50266, -0.70477, -4.50844], [-2.65536, -1.50728, -4.65274], [-3.35260, -1.36848, -3.49156], [-2.72420, -0.53512, -2.65720], [1.30600, -0.36467, -3.16791], [2.45777, -0.72115, -2.19360], [1.78645, -3.22976, -0.79737], [3.08893, -2.55987, 0.20958], [1.60582, -3.17862, 0.95215], [1.37626, -0.80697, 0.99387], [-1.88563, -0.58248, -0.43854], [-1.68029, 1.88505, 0.28552], [-1.67028, 3.23724, 2.37427], [-0.23410, -1.47360, 2.51525], [1.21216, 1.17791, 5.55993], [0.37484, 0.08323, 6.70200], [-1.79975, 1.17600, 6.10299], [-0.64868, 2.41083, 6.69822], [1.28389, 1.22107, 0.17745], [2.92612, 1.53276, -0.40882], [2.20934, 2.02676, -2.59540], [0.78674, 2.57455, -1.67267], [-0.73120, -0.55431, -5.23539], [-2.92218, -2.10460, -5.50013], [-4.27300, -1.80163, -3.15272], [1.72142, -0.11801, -4.15347], [0.63076, -1.21284, -3.26803], [2.66483, -1.78715, -2.26225], [3.36556, -0.18048, -2.48379]]}

=====

{"formula": "C20H23N3O5S", "method": "wB97M-V/def2-TZVPD", "e_homo_ev": -8.4, "smiles": "COc1ccc(NC(C)=O)cc1S(=O)(=O)Nc1ccccc1C(=O)N1CCCC1", "e_tot_ha": -1714.61773, "symbols": ["C", "O", "C", "C", "C", "C", "N", "C", "C", "O", "C", "C", "S", "O", "O", "N", "C", "C", "C", "C", "C", "C", "C", "O", "N", "C", "C", "C", "C", "H", "H", "H", "H", "H", "H", "H", "H", "H", "H", "H", "H", "H", "H", "H", "H", "H", "H", "H", "H", "H", "H", "H"], "coordinates": [[-2.17816, -1.67511, -2.31765], [-2.14201, -0.88583, -1.15214], [-1.26985, -1.20316, -0.17041], [-0.32814, -2.22957, -0.22417], [0.57064, -2.42194, 0.81105], [0.55863, -1.59155, 1.92721], [1.48404, -1.71294, 2.96903], [2.73601, -2.25724, 2.90469], [3.48988, -2.12615, 4.20888], [3.19605, -2.78007, 1.91481], [-0.41618, -0.59998, 2.00929], [-1.31507, -0.42294, 0.98468], [-2.42711, 0.98131, 1.12303], [-3.68732, 0.74105, 0.49689], [-2.42032, 1.40268, 2.49145], [-1.57128, 2.13366, 0.26756], [-1.38372, 1.97370, -1.10007], [-2.49012, 2.04703, -1.94242], [-2.32818, 1.99687, -3.31126], [-1.05582, 1.90897, -3.85796], [0.04303, 1.78912, -3.02978], [-0.10094, 1.76401, -1.64392], [1.03471, 1.52860, -0.71406], [1.08639, 2.06513, 0.39650], [2.00973, 0.67140, -1.06994], [2.08443, -0.23435, -2.19656], [2.92715, -1.39811, -1.67873], [3.90458, -0.71237, -0.72768], [3.05727, 0.38585, -0.09566], [-1.22791, -1.63336, -2.86117], [-2.96236, -1.23998, -2.93361], [-2.42649, -2.71639, -2.09197], [-0.28276, -2.88576, -1.07898], [1.29889, -3.21412, 0.75061], [1.24487, -1.19736, 3.80468], [3.65882, -1.07568, 4.43731], [4.44860, -2.62854, 4.12029], [2.92144, -2.57433, 5.02062], [-0.49545, 0.05546, 2.86283], [-0.68227, 2.32166, 0.73933], [-3.46319, 2.14414, -1.49070], [-3.19062, 2.06029, -3.95786], [-0.92076, 1.92866, -4.92906], [1.02877, 1.74538, -3.46531], [1.08663, -0.53635, -2.52050], [2.59969, 0.24679, -3.03733], [2.30531, -2.09434, -1.11991], [3.42614, -1.93330, -2.48390], [4.29071, -1.40015, 0.02061], [4.73827, -0.28150, -1.28287], [3.61968, 1.29734, 0.12021], [2.59142, 0.05229, 0.83671]]}

=====

{"formula": "C20H23N5O5S", "method": "wB97M-V/def2-TZVPD", "e_homo_ev": -8.8, "smiles": "CCOC(=O)c1ccc(NS(=O)(=O)c2cc(-c3nnnn3C(C)C)ccc2OC)cc1", "e_tot_ha": -1824.07255, "symbols": ["C", "C", "O", "C", "O", "C", "C", "C", "C", "N", "S", "O", "O", "C", "C", "C", "C", "N", "N", "N", "N", "C", "C", "C", "C", "C", "C", "O", "C", "C", "C", "H", "H", "H", "H", "H", "H", "H", "H", "H", "H", "H", "H", "H", "H", "H", "H", "H", "H", "H", "H", "H", "H", "H"], "coordinates": [[-3.28456, 1.82215, -7.56881], [-2.77029, 2.85918, -6.58845], [-1.96088, 2.19822, -5.61656], [-1.44566, 2.97353, -4.65244], [-1.65526, 4.16219, -4.58083], [-0.61115, 2.21537, -3.69639], [-0.01772, 2.90590, -2.64131], [0.75833, 2.23825, -1.71929], [0.96034, 0.86175, -1.83604], [1.75769, 0.20052, -0.91498], [1.57503, -1.35038, -0.30773], [2.82354, -1.63117, 0.33844], [1.11444, -2.23023, -1.33006], [0.35030, -1.19584, 0.99498], [0.74186, -1.54165, 2.26799], [-0.16396, -1.47370, 3.32375], [0.13417, -1.81748, 4.69987], [-0.81387, -1.95879, 5.61376], [-0.21402, -2.26087, 6.74674], [1.04320, -2.31275, 6.60008], [1.32644, -2.04620, 5.32384], [2.69916, -1.96404, 4.86969], [3.05785, -0.50214, 4.60376], [3.61407, -2.57451, 5.92452], [-1.47189, -1.06628, 3.03975], [-1.86168, -0.72018, 1.76305], [-0.94661, -0.77256, 0.70818], [-1.19594, -0.43498, -0.56929], [-2.49909, -0.02581, -0.93196], [0.38380, 0.17026, -2.90194], [-0.39788, 0.84210, -3.81726], [-3.90002, 2.30558, -8.32178], [-3.87939, 1.07622, -7.04844], [-2.45147, 1.32355, -8.05678], [-3.59388, 3.36945, -6.07567], [-2.16486, 3.62048, -7.09353], [-0.18420, 3.96948, -2.56141], [1.21700, 2.77705, -0.90203], [2.23809, 0.78792, -0.25105], [1.76032, -1.87141, 2.37569], [2.78590, -2.54739, 3.94613], [4.06474, -0.44133, 4.20128], [3.01559, 0.06420, 5.53195], [2.37188, -0.05362, 3.88834], [4.63965, -2.55333, 5.56695], [3.54667, -2.01627, 6.85394], [3.33127, -3.60427, 6.12534], [-2.17971, -1.03156, 3.85313], [-2.87965, -0.41117, 1.58984], [-2.44550, 0.18587, -1.99819], [-2.79361, 0.88130, -0.39655], [-3.22943, -0.81835, -0.74939], [0.54659, -0.89097, -2.98177], [-0.84572, 0.30873, -4.64110]]}

=====

{"formula": "C20H23N7O", "method": "wB97M-V/def2-TZVPD", "e_homo_ev": -8.5, "smiles": "O=C(CN1CCN(Cc2ccccc2)CC1)Nc1ccc(-n2cnnn2)cc1", "e_tot_ha": -1234.42698, "symbols": ["O", "C", "C", "N", "C", "C", "N", "C", "C", "C", "C", "C", "C", "C", "C", "C", "N", "C", "C", "C", "C", "N", "C", "N", "N", "N", "C", "C", "H", "H", "H", "H", "H", "H", "H", "H", "H", "H", "H", "H", "H", "H", "H", "H", "H", "H", "H", "H", "H", "H", "H"], "coordinates": [[-1.87445, 0.93083, 2.48678], [-1.36393, 1.05892, 1.39759], [-1.67336, 0.12852, 0.22715], [-0.59678, 0.13218, -0.75256], [0.55035, -0.66897, -0.33410], [0.45547, -2.13470, -0.80957], [-0.94204, -2.46740, -0.99359], [-1.24265, -3.89183, -1.00688], [-0.64047, -4.64762, -2.16618], [0.65929, -5.13528, -2.09735], [1.23529, -5.76705, -3.18506], [0.51879, -5.91947, -4.35987], [-0.77983, -5.44673, -4.43680], [-1.35438, -4.81593, -3.34714], [-1.50755, -1.74095, -2.11674], [-1.01742, -0.28011, -2.07750], [-0.48508, 2.03671, 1.04240], [0.05686, 3.05989, 1.80618], [-0.29509, 3.27161, 3.13874], [0.27663, 4.30475, 3.85346], [1.20647, 5.14115, 3.24621], [1.80488, 6.19472, 3.94454], [1.65014, 6.62508, 5.22362], [2.43429, 7.65249, 5.41197], [3.06580, 7.85303, 4.26086], [2.71291, 7.01149, 3.38737], [1.56202, 4.93870, 1.91535], [0.99097, 3.90664, 1.20479], [-2.58082, 0.51371, -0.24761], [-1.90088, -0.86795, 0.62358], [0.61578, -0.62650, 0.75385], [1.45518, -0.21027, -0.74829], [1.03651, -2.27357, -1.73781], [0.87656, -2.79215, -0.04778], [-2.33268, -3.98544, -1.02853], [-0.88032, -4.30474, -0.06098], [1.22246, -5.02872, -1.18097], [2.24563, -6.14299, -3.11482], [0.96854, -6.41115, -5.20971], [-1.34806, -5.57043, -5.34725], [-2.37366, -4.46037, -3.40936], [-1.23141, -2.18780, -3.08689], [-2.59669, -1.78324, -2.01905], [-1.80293, 0.39316, -2.42726], [-0.15225, -0.15777, -2.73525], [-0.15464, 1.94945, 0.08464], [-1.01542, 2.62096, 3.60530], [-0.00747, 4.45157, 4.88341], [0.99814, 6.19756, 5.95276], [2.28469, 5.59807, 1.46176], [1.26661, 3.74795, 0.17258]]}

=====

no.,orbital gap (Ha)
1,0.324
2,0.328
3,0.328
4,0.329
5,0.331